C40H101BN7O19 | wB97M-V/def2-TZVPD

Gap between HOMO and LUMO (spin up / spin down) in eV: 8.5431 / 3.2000
Molecular weight in g mol⁻¹: 995.09

```
! wB97M-V def2-TZVPD RIJCOSX def2/J DEFGRID3
* xyz 0 2
O 8.2367 0.0383 31.1459
C 7.3630 -0.5027 31.8168
O 6.4153 -1.2379 31.3109
B 5.6478 -1.8510 32.4587
O 6.2206 -1.2356 33.7097
C 7.2123 -0.4411 33.3677
O 7.9552 0.1232 34.1458
O 5.6437 -3.3124 32.4971
C 4.4187 -3.7768 32.3284
O 4.0436 -4.9552 32.2586
C 3.5009 -2.5651 32.2333
O 4.2107 -1.4807 32.3063
O 2.3409 -2.6258 31.9423
C 4.6709 -2.2166 36.5173
C 5.7700 -2.1254 37.6380
C 6.6684 -0.9799 37.4674
O 7.6546 -1.0413 38.4726
C 8.8944 -0.5373 37.9243
N 5.2390 -2.2010 39.0217
H 4.0106 -1.3586 36.6437
H 3.9982 -3.0573 36.6867
H 5.0646 -2.2845 35.5032
H 6.4090 -2.9961 37.4903
H 6.0999 -0.0577 37.5885
H 7.1244 -1.0032 36.4776
H 9.4648 -1.2815 37.3687
H 9.5328 -0.2941 38.7737
H 8.7767 0.4255 37.4270
H 4.3592 -1.7118 39.1039
H 4.7972 -3.1069 38.9568
C 5.0824 2.1052 35.2223
C 6.2560 3.1376 35.2784
C 7.1771 2.7969 36.4807
O 6.7159 3.0841 37.7873
C 6.4237 4.4520 38.0089
N 6.9339 3.0759 33.9609
H 4.3273 2.3668 35.9636
H 5.5178 1.1060 35.2360
H 4.6121 2.0879 34.2391
H 5.9339 4.1785 35.3049
H 8.1610 3.2464 36.3461
H 7.4615 1.7453 36.4450
H 5.6148 4.7764 37.3542
H 7.2545 5.0976 37.7242
H 6.1771 4.6153 39.0580
H 7.6658 3.7647 33.8615
H 7.4201 2.1909 33.9859
C 14.2681 -2.8023 34.0352
C 13.7856 -3.5044 32.8352
C 12.6802 -2.7596 32.0387
O 11.5217 -2.5471 32.8646
C 10.4360 -2.0064 32.1906
N 14.9448 -3.7613 31.9901
H 14.5585 -1.7656 33.8649
H 15.0867 -3.2843 34.5695
H 13.4726 -2.7382 34.7777
H 13.4021 -4.4526 33.2120
H 12.5180 -3.3312 31.1249
H 13.1011 -1.7910 31.7691
H 9.6495 -1.8420 32.9271
H 10.0662 -2.6081 31.3604
H 10.6523 -0.9907 31.8592
H 14.5511 -4.2933 31.2272
H 15.3128 -2.9411 31.5296
C 12.1305 -0.3906 36.0514
C 12.6666 0.4757 34.8839
C 11.5115 1.2242 34.1824
O 11.8756 1.8112 32.9777
C 10.7167 2.5579 32.5112
N 13.6161 1.4152 35.4351
H 11.5332 0.1589 36.7790
H 12.9641 -0.7969 36.6241
H 11.5604 -1.2607 35.7258
H 13.1920 -0.1615 34.1725
H 11.0663 1.8876 34.9239
H 10.6892 0.5604 33.9153
H 10.2730 3.2368 33.2395
H 9.8812 1.9346 32.1927
H 10.9592 3.1459 31.6260
H 13.2388 1.8571 36.2612
H 14.4755 0.9628 35.7126
C 7.6133 3.1609 30.4718
C 6.1628 2.7282 30.0800
C 5.1019 2.9541 31.1958
O 3.8534 2.6653 30.6378
C 2.8616 2.5456 31.7341
N 5.8614 3.3983 28.8476
H 7.6440 4.2475 30.5524
H 8.4036 2.9061 29.7656
H 7.8845 2.7676 31.4515
H 6.3396 1.6615 29.9420
H 5.1368 3.9677 31.5950
H 5.2458 2.3449 32.0882
H 3.0339 3.0996 32.6568
H 2.8335 1.4806 31.9646
H 1.8570 2.8910 31.4897
H 6.3890 4.2493 28.9807
H 6.3992 3.0206 28.0806
C 3.0360 -6.8996 26.8005
C 2.8568 -5.3833 26.9624
C 2.3936 -4.9069 28.3649
O 1.0095 -5.1292 28.5979
C 0.5648 -4.9060 29.8877
N 4.0883 -4.7639 26.6338
H 2.1748 -7.5083 27.0760
H 3.7347 -7.3640 27.4963
H 3.3687 -7.2137 25.8111
H 1.9774 -5.0495 26.4116
H 2.6636 -3.8518 28.4078
H 3.1251 -5.3357 29.0499
H 0.9547 -5.6236 30.6096
H -0.5076 -5.0807 29.8015
H 0.7385 -3.8671 30.1682
H 3.8523 -3.7933 26.4848
H 4.3978 -4.9915 25.6997
C 2.5829 -0.2410 29.1769
C 4.0186 0.2603 28.8763
C 4.9134 -0.8377 28.3159
O 6.1974 -0.2612 28.0507
C 7.2243 -1.2016 27.7769
N 3.9228 1.4217 27.9801
H 2.0800 -0.7661 28.3648
H 1.9473 0.5402 29.5939
H 2.6662 -0.9281 30.0190
H 4.4648 0.5362 29.8317
H 4.4558 -1.3361 27.4613
H 4.8967 -1.6400 29.0536
H 7.9617 -0.7141 27.1391
H 6.8861 -2.0761 27.2211
H 7.6473 -1.5424 28.7219
H 4.7849 1.1818 27.5119
H 3.3536 0.9795 27.2726
C -0.4374 -0.6711 31.2132
C -1.1185 0.6498 31.0111
O -0.1170 1.6167 30.6073
H 0.1952 -0.6313 32.1000
H 0.1036 -0.8846 30.2913
H -1.0970 -1.5268 31.3569
H -1.6895 0.9801 31.8788
H -1.8438 0.5593 30.2025
H -0.4763 2.4947 30.7541
C 1.9874 -8.9839 31.1756
C 2.8933 -7.9818 31.8887
O 3.5658 -7.3063 30.8750
H 1.2773 -9.4447 31.8622
H 2.5471 -9.8000 30.7186
H 1.3849 -8.5048 30.4038
H 3.6461 -8.5419 32.4434
H 2.2313 -7.3905 32.5214
H 3.5467 -6.3850 31.1440
C 0.6382 -4.9309 33.9954
C -0.3710 -3.8953 33.4833
O -1.7405 -4.2525 33.6613
H 1.6075 -4.4877 34.2237
H 0.8077 -5.7195 33.2623
H 0.2577 -5.4334 34.8847
H -0.1012 -3.5860 32.4735
H -0.2671 -2.9633 34.0388
H -2.0350 -4.4191 32.7630
C 4.9406 -7.1982 34.8046
C 4.9136 -7.7773 36.2567
O 5.9279 -8.7622 36.3644
H 5.8518 -6.6834 34.5000
H 4.3106 -6.3097 34.7611
H 4.7036 -7.9910 34.0951
H 3.9344 -8.2394 36.3823
H 5.0395 -7.0235 37.0338
H 5.7892 -9.3558 35.6228
*
```

Mulliken population analysis, charges in e, atoms 1 to 4: -0.747, 0.047, 0.122, 0.955

C35H39F5N2OP | wB97M-V/def2-TZVPD

Gap between HOMO and LUMO in eV: 7.6593
Molecular weight in g mol⁻¹: 629.67

```
! wB97M-V def2-TZVPD RIJCOSX def2/J DEFGRID3
* xyz 1 1
C 2.0936 1.0934 2.1106
P 1.1136 -0.0675 1.0762
O 0.5655 -1.1294 2.1937
C -0.4618 0.9705 0.7269
C -1.7263 0.3029 1.2669
N -1.8209 0.6294 2.6860
C -2.1889 2.0308 2.9212
C -1.7568 2.9043 1.7482
N -0.4368 2.4116 1.2309
H 2.4351 1.9481 1.5144
H 2.9835 0.5527 2.4362
H 1.5843 1.4459 3.0169
H 0.1620 -0.7206 2.9794
H -0.5372 1.0523 -0.3590
H -2.6079 0.5829 0.6771
H -1.6031 -0.7741 1.1629
H -2.4875 0.0189 3.1436
H -1.7046 2.3874 3.8333
H -3.2671 2.1687 3.0518
H -1.6258 3.9350 2.0736
H -2.4497 2.8874 0.9096
H 0.2627 2.5052 1.9698
H -0.1270 3.0107 0.4656
F 5.6835 -0.9079 7.7568
C 4.7117 -1.0497 6.8382
C 3.3968 -0.9015 7.2389
C 2.3990 -1.0357 6.2842
C 2.7276 -1.3280 4.9666
C 4.0553 -1.4807 4.5967
C 5.0672 -1.3298 5.5334
H 3.1739 -0.6835 8.2742
H 1.3640 -0.9099 6.5763
H 1.9532 -1.4461 4.2218
H 4.3129 -1.7040 3.5694
H 6.1109 -1.4254 5.2684
F 2.9653 -0.0224 -2.2561
C 2.0210 -0.1931 -3.2093
C 0.7828 -0.6721 -2.8314
C -0.1956 -0.8245 -3.8055
C 0.0790 -0.5051 -5.1283
C 1.3383 -0.0358 -5.4783
C 2.3260 0.1256 -4.5163
H 0.6010 -0.9200 -1.7936
H -1.1749 -1.1949 -3.5291
H -0.6845 -0.6271 -5.8842
H 1.5571 0.2083 -6.5093
H 3.3131 0.4894 -4.7663
F -3.7875 -1.3775 -2.8587
C -4.6608 -1.1963 -1.8440
C -4.2196 -1.4319 -0.5584
C -5.1131 -1.2579 0.4901
C -6.4162 -0.8505 0.2392
C -6.8279 -0.6191 -1.0672
C -5.9487 -0.7920 -2.1273
H -3.2034 -1.7677 -0.3990
H -4.7951 -1.4614 1.5056
H -7.1140 -0.7275 1.0561
H -7.8453 -0.3107 -1.2669
H -6.2497 -0.6255 -3.1524
F -3.6521 -4.5356 -9.6285
C -3.5230 -4.0268 -8.3887
C -2.3383 -4.2285 -7.7088
C -2.2144 -3.7004 -6.4317
C -3.2591 -2.9862 -5.8588
C -4.4384 -2.8038 -6.5682
C -4.5812 -3.3251 -7.8461
H -1.5411 -4.7903 -8.1758
H -1.2946 -3.8525 -5.8813
H -3.1575 -2.5749 -4.8639
H -5.2580 -2.2522 -6.1257
H -5.4895 -3.1972 -8.4186
F 5.1283 0.9150 2.9825
C 5.1824 2.2562 2.8070
C 4.8995 3.0696 3.8854
C 4.9385 4.4445 3.6956
C 5.2519 4.9747 2.4509
C 5.5319 4.1271 1.3874
C 5.4980 2.7491 1.5573
H 4.6720 2.6286 4.8470
H 4.7348 5.1028 4.5299
H 5.2922 6.0467 2.3139
H 5.7905 4.5373 0.4201
H 5.7248 2.0671 0.7488
*
```

Mulliken population analysis, charges in e, atoms 1 to 4: -1.071, 0.203, -0.507, -0.250

C30H30AsAuN4O4S2 | wB97M-V/def2-TZVPD

Gap between HOMO and LUMO in eV: 8.0554
Molecular weight in g mol⁻¹: 846.62

```
! wB97M-V def2-TZVPD RIJCOSX def2/J DEFGRID3
* xyz 0 1
Au 0.5059 -0.4400 0.2524
N -0.6854 7.0753 3.1815
C -0.0106 5.9043 2.8984
C 1.0086 5.8838 1.9419
C 1.6475 4.7033 1.6183
C 1.2385 3.5165 2.1997
C 0.2367 3.5193 3.1496
C -0.3775 4.7037 3.5121
S 2.0060 1.9433 1.7974
O 3.4109 2.1583 1.5940
O 1.6311 1.0014 2.8240
N 1.2895 1.3836 0.4274
C 1.4688 2.0241 -0.7242
N 1.9917 3.2564 -0.7355
C 2.2616 3.7848 -1.9105
C 2.0045 3.1350 -3.1062
C 1.3345 1.9242 -2.9907
N 1.0561 1.3743 -1.8300
H -0.2240 7.9281 2.9080
H -1.1476 7.1264 4.0741
H 1.3051 6.8063 1.4611
H 2.4604 4.6847 0.9140
H -0.0137 2.5765 3.6089
H -1.1435 4.7080 4.2742
H 2.6959 4.7775 -1.8829
H 2.2671 3.5572 -4.0599
H 0.9959 1.3805 -3.8674
O -0.2619 -2.2478 -0.1654
As -1.0793 -2.6908 1.1919
C -1.8967 -4.3544 0.5738
C -1.9979 -4.5092 -0.8048
C -2.4395 -5.7013 -1.3482
C -2.7873 -6.7508 -0.5138
C -2.7026 -6.5989 0.8620
C -2.2554 -5.4058 1.4103
C -2.5768 -1.5914 1.7162
C -3.6582 -1.7001 0.8512
C -4.8029 -0.9590 1.0776
C -4.8680 -0.1274 2.1841
C -3.7834 -0.0042 3.0373
C -2.6278 -0.7323 2.8024
C 0.0682 -3.3046 2.6247
C 1.1177 -4.1112 2.1948
C 2.0115 -4.6440 3.1050
C 1.8581 -4.3682 4.4543
C 0.7882 -3.6062 4.8899
C -0.1147 -3.0741 3.9810
H -1.6982 -3.6750 -1.4339
H -2.4958 -5.8122 -2.4202
H -3.1114 -7.6907 -0.9382
H -2.9742 -7.4222 1.5072
H -2.1769 -5.2849 2.4883
H -3.5757 -2.3625 -0.0113
H -5.6428 -1.0451 0.4009
H -5.7709 0.4365 2.3677
H -3.8397 0.6627 3.8886
H -1.7683 -0.6114 3.4503
H 1.2169 -4.3025 1.1289
H 2.8190 -5.2774 2.7695
H 2.5711 -4.7529 5.1680
H 0.6497 -3.4289 5.9465
H -0.9551 -2.4907 4.3355
C -2.8475 3.1417 1.6325
S -1.7527 2.3169 0.3905
C -2.9746 2.4435 -0.9960
O -1.7875 0.8980 0.7807
H -2.7835 4.2126 1.4938
H -2.4659 2.8694 2.6084
H -3.8674 2.7899 1.5336
H -3.0638 3.4855 -1.2776
H -3.9285 2.0323 -0.6835
H -2.5827 1.8563 -1.8199
*
```

Mulliken population analysis, charges in e, atoms 1 to 4: 0.263, -0.586, 1.183, -0.895

C5H5FeO6 | wB97M-V/def2-TZVPD

Energy above the lowest of the compared OMol25 structures with the same formula, charge and spin in kJ/mol: 113.4
Gap between HOMO and LUMO (spin up / spin down) in eV: 5.7970 / 3.2253
Molecular weight in g mol⁻¹: 216.93

```
! wB97M-V def2-TZVPD RIJCOSX def2/J DEFGRID3
* xyz 3 7
C -1.3653 -1.5854 3.1631
C -1.5267 -0.8333 1.8098
O -1.3470 0.3893 1.7888
O -2.1586 -2.4258 3.4631
H -0.6146 -1.1412 3.8480
H -2.3072 -1.2691 1.1612
C 0.8178 -0.2824 -1.1918
C 0.0677 -0.7712 -2.5212
O 1.1170 -1.4242 -3.1828
C 2.3174 -1.0730 -2.7053
O 2.1554 -0.4050 -1.5286
O 3.3428 -1.1415 -3.2952
O 0.4873 0.8747 -0.7587
H -0.2757 0.1188 -3.0613
H -0.7433 -1.4646 -2.2863
Fe -0.6872 1.6263 0.5150
H 0.4704 -1.1399 -0.3181
*
```

Mulliken population analysis, charges in e, atoms 1 to 4: 0.212, 0.268, -0.388, 0.147